The following is a DFT calculation (wB97M-V/def2-TZVPD) of an isolated molecule of C9H16N2O4.

Output
* orbital gap: 9.0 eV
* HOMO level: -8.3126 eV

Geometry as ORCA input:
```
! RIJCOSX wB97M-V def2-TZVPD def2/J DEFGRID3
* xyz 0 1
C -3.51864 -0.35096 -0.69891
C -2.87848 0.95273 -1.23421
O -1.56096 1.31718 -0.86571
C -0.56495 0.45433 -1.04216
O -0.55557 -0.60416 -1.60222
N 0.60796 0.83502 -0.35900
C 0.94866 2.13185 0.19178
C 0.06169 3.33868 0.64411
N 2.22597 2.21902 0.06249
O 3.08830 3.08536 0.30687
O 2.81598 0.92039 -0.56868
C 1.88040 -0.10938 -0.63445
C 2.14661 -1.29360 0.29183
C 0.87840 -1.86582 0.91680
C 2.91767 -2.32840 -0.51123
H -3.28753 -1.22137 -1.34961
H -3.01960 -0.37992 0.21661
H -4.54837 -0.12328 -0.71424
H -3.53317 1.75575 -1.01817
H -2.91257 0.83397 -2.31912
H 0.67279 4.31916 0.72091
H -0.20747 3.36276 1.69228
H -0.72560 3.43485 -0.04590
H 1.68332 -0.49047 -1.71992
H 2.75532 -0.84726 1.09323
H 0.09901 -1.99010 0.07911
H 0.52453 -1.24460 1.70956
H 1.24089 -2.91050 1.16902
H 3.04472 -3.42231 -0.02017
H 3.84849 -1.99193 -0.78458
H 2.48102 -2.61719 -1.52642
*
```

Results of the Mulliken charge analysis, in e, for atoms 1 through 5:
1. C -1.023
2. C -0.451
3. O -0.393
4. C 0.521
5. O -0.603



The following is a DFT calculation (wB97M-V/def2-TZVPD) of an isolated molecule of C9H16N2O5.

Output
* orbital gap: 9.8 eV
* HOMO level: -9.5106 eV

Geometry as ORCA input:
```
! RIJCOSX wB97M-V def2-TZVPD def2/J DEFGRID3
* xyz 0 1
C 1.22438 1.93994 -0.21792
C 2.05700 0.84839 -0.82081
C 3.61411 1.29367 -0.68863
C 1.74824 -0.55800 -0.30801
N 0.37920 -0.96644 -0.54607
C -0.70993 -0.70655 0.34500
O -0.38584 -0.20117 1.44381
C -1.99924 -0.79335 -0.33919
N -1.99480 -1.99795 -1.00715
C -3.14740 -0.63915 0.59239
C -3.61953 0.77161 0.67892
O -3.09053 1.51978 1.41227
O -4.72034 1.03994 0.05714
C 2.20600 -0.59381 1.19081
O 2.09821 0.40741 1.83783
O 2.53253 -1.80302 1.52305
H 0.15718 1.92821 -0.50016
H 1.53119 2.94709 -0.65956
H 1.21914 2.07971 0.84226
H 1.93678 0.90670 -1.93728
H 3.96391 2.19693 -1.10757
H 3.81237 1.49777 0.48137
H 4.26245 0.41751 -0.83006
H 2.49924 -1.09989 -0.94331
H 0.08380 -1.42302 -1.38432
H -1.86493 0.00986 -1.04922
H -2.85973 -2.37215 -1.35895
H -1.31089 -2.66534 -0.62891
H -2.89863 -0.97893 1.61385
H -4.00408 -1.26726 0.14985
H -5.13636 0.26494 -0.29307
H 2.41652 -2.00343 2.45162
*
```

Results of the Mulliken charge analysis, in e, for atoms 1 through 5:
1. C -1.361
2. C 0.427
3. C -1.394
4. C -0.224
5. N -0.079



The following is a DFT calculation (wB97M-V/def2-TZVPD) of an isolated molecule of C9H16N2OS.

Output
* orbital gap: 8.2 eV
* HOMO level: -7.5329 eV

Geometry as ORCA input:
```
! RIJCOSX wB97M-V def2-TZVPD def2/J DEFGRID3
* xyz 0 1
C -3.41928 1.89725 0.73699
S -2.39519 1.38750 -0.72624
N -1.77895 -0.08897 -0.21828
C -2.16893 -1.24255 -0.79517
C -1.76954 -2.45842 -0.38279
C -0.72182 -2.47235 0.71363
N -0.19628 -1.35492 1.14124
C -0.57995 -0.07884 0.54058
C 0.62361 0.32958 -0.60871
O 0.82126 -0.77067 -1.39303
C 1.91632 0.87685 0.09484
C 2.82380 1.29232 -1.05719
C 2.58372 -0.16010 0.91997
H -3.79967 2.84008 0.52668
H -2.70957 2.24953 1.57765
H -4.26688 1.34871 1.08129
H -2.75630 -0.96683 -1.68802
H -1.91992 -3.34677 -1.02432
H -0.49123 -3.44959 1.08626
H -0.52820 0.64616 1.38026
H 0.25603 1.10168 -1.26464
H 1.29817 -1.42650 -0.87253
H 1.66361 1.77370 0.75349
H 3.68842 1.75129 -0.64913
H 3.18516 0.27608 -1.39185
H 2.14369 1.75411 -1.86263
H 2.72104 -1.16658 0.27967
H 2.07100 -0.44917 1.79322
H 3.70589 -0.09258 1.30877
*
```

Results of the Mulliken charge analysis, in e, for atoms 1 through 5:
1. C -0.974
2. S -0.066
3. N 0.036
4. C -0.033
5. C -0.518



The following is a DFT calculation (wB97M-V/def2-TZVPD) of a 2-piece molecular cluster, C9H16N3 overall.

Output
* orbital gap: 8.9 eV
* HOMO level: -11.7837 eV

Geometry as ORCA input:
```
! RIJCOSX wB97M-V def2-TZVPD def2/J DEFGRID3
* xyz 1 1
C -2.89658 -3.84890 1.13487
C -2.26871 -1.79341 -0.03115
N -2.61364 -0.66981 -0.65547
N -3.19253 -2.64783 0.36246
N -0.97178 -2.09384 0.02191
H -3.54555 -0.34584 -0.84191
H -1.93719 -0.16162 -1.10239
H -4.15339 -2.36286 0.43163
H -0.77192 -3.08153 0.04622
H -0.23360 -1.41854 0.16698
H -2.32531 -4.53313 0.51821
H -3.75928 -4.32940 1.58093
H -2.30405 -3.60765 2.02301
C 2.38814 4.18969 -0.22618
C 1.59477 -0.03875 -0.16816
C 1.96229 0.62362 0.98617
C 1.32649 0.75342 -1.29681
C 2.39782 1.95505 0.98126
C 1.65230 2.08705 -1.30455
C 2.15280 2.70941 -0.14808
H 1.43452 -1.10314 -0.18881
H 1.79257 0.12228 1.93481
H 0.91640 0.24007 -2.15075
H 2.86350 2.26192 1.90503
H 1.53469 2.65057 -2.18014
H 3.44979 4.35092 -0.42213
H 2.01719 4.80517 0.59087
H 1.87137 4.64565 -1.07421
*
```

Results of the Mulliken charge analysis, in e, for atoms 1 through 5:
1. C -0.999
2. C 0.670
3. N -0.294
4. N -0.187
5. N -0.251



The following is a DFT calculation (wB97M-V/def2-TZVPD) of an isolated molecule of C9H16N4O4.

Output
* orbital gap: 9.9 eV
* HOMO level: -9.2432 eV

Geometry as ORCA input:
```
! RIJCOSX wB97M-V def2-TZVPD def2/J DEFGRID3
* xyz 0 1
C 1.30618 -3.29713 -2.26731
N 0.81422 -1.88780 -2.16483
C 0.31085 -1.33631 -1.06154
O 0.00895 -2.05944 -0.11494
C 0.30047 0.22095 -0.95798
C -0.61256 0.91736 -1.86703
C 0.14910 1.02609 -3.19526
N 0.49746 2.28848 -3.41415
O 0.17844 0.13251 -4.05618
N 0.02195 0.74516 0.42201
C 0.90237 1.22499 1.27465
O 2.01128 1.36423 0.85150
C 0.58070 1.59573 2.64637
N -0.18524 0.53635 3.30826
C -1.45210 0.36108 3.05313
C -2.05796 -0.66439 3.85516
O -2.11346 1.03556 2.25302
H 1.93808 -3.50168 -3.16878
H 1.97893 -3.49714 -1.38841
H 0.56735 -3.99659 -2.18174
H 0.94356 -1.15077 -2.81075
H 1.26318 0.37577 -1.33959
H -0.93168 1.99580 -1.49908
H -1.49910 0.21513 -1.94219
H 1.03500 2.41178 -4.22178
H -0.04587 3.02447 -3.05225
H -0.93637 0.47011 0.77097
H 1.50560 1.75432 3.31290
H -0.00416 2.46227 2.49641
H 0.05378 -0.04838 4.07991
H -3.11705 -0.74004 3.62248
H -1.41310 -1.60621 3.82955
H -1.99883 -0.37224 4.92747
*
```

Results of the Mulliken charge analysis, in e, for atoms 1 through 5:
1. C -0.959
2. N -0.004
3. C 0.176
4. O -0.706
5. C -0.596



The following is a DFT calculation (wB97M-V/def2-TZVPD) of C9H16NO as an isolated structure.

Output
* orbital gap: 8.0 eV
* HOMO level: -12.5627 eV

Geometry as ORCA input:
```
! RIJCOSX wB97M-V def2-TZVPD def2/J DEFGRID3
* xyz 1 1
C -0.89275 -0.92321 -1.64304
C -1.30277 0.49932 -1.47765
C 0.01871 -1.23818 -0.73348
C -0.63635 1.08602 -0.47849
C 0.15945 -0.08591 0.16039
C 0.98214 -2.42912 -0.63918
C -0.86627 2.33348 0.17858
C 2.14985 1.22720 -0.24095
C -1.74546 -0.93495 1.78437
N 1.48270 0.29483 0.67131
O -0.53974 -0.31713 1.88455
H -1.30242 -1.44816 -2.38250
H -1.88672 0.97142 -2.31823
H 0.50753 -3.34754 -1.33790
H 1.16515 -2.77008 0.36130
H 1.89904 -2.07008 -1.14209
H -0.01720 2.58753 0.81488
H -1.74068 2.07178 0.86257
H -1.27331 3.03614 -0.58349
H 2.88807 0.76113 -0.93413
H 1.40849 1.62480 -0.95128
H 2.61965 2.03266 0.27418
H -2.59050 -0.33366 1.39272
H -1.89556 -1.22005 2.81349
H -1.72115 -1.76366 1.13555
H 1.12795 0.86155 1.46134
H 2.00217 -0.50613 1.06718
*
```

Results of the Mulliken charge analysis, in e, for atoms 1 through 5:
1. C -0.632
2. C -0.427
3. C -0.385
4. C -0.005
5. C 0.979



The following is a DFT calculation (wB97M-V/def2-TZVPD) of a 2-piece molecular cluster, C9H16NO overall.

Output
* orbital gap: 8.2 eV
* HOMO level: -12.1800 eV

Geometry as ORCA input:
```
! RIJCOSX wB97M-V def2-TZVPD def2/J DEFGRID3
* xyz 1 1
C 1.46098 1.52075 -1.21141
C -0.68032 1.61848 1.01217
C 2.81579 -2.79360 0.03866
C -3.08668 1.44089 1.55793
C -1.08193 -0.62953 -1.95239
C 2.08041 -1.54847 0.37816
C 0.76003 -1.55261 -0.38227
C -1.94842 2.08916 0.97758
C 0.17635 -0.60278 -1.18232
N 0.88102 0.57073 -1.42159
O 0.35324 2.45458 0.61473
H 2.21126 2.31867 -1.20181
H -0.42475 0.68730 1.32561
H 3.69910 -2.88395 0.68997
H 3.01272 -2.87560 -1.06437
H 2.12471 -3.60045 0.12475
H -3.58173 2.24906 2.03001
H -3.81862 0.98951 0.84055
H -2.94522 0.65729 2.23562
H -1.66831 -1.36563 -1.38229
H -1.10569 -0.94094 -2.99666
H -1.60790 0.29716 -1.86295
H 2.76361 -0.60905 0.21757
H 1.75263 -1.50843 1.45882
H 0.12731 -2.43571 -0.18248
H 0.03746 3.38932 0.65308
H -2.30705 3.06385 0.68533
*
```

Results of the Mulliken charge analysis, in e, for atoms 1 through 5:
1. C 0.272
2. C -0.112
3. C -1.356
4. C -1.340
5. C -1.313



The following is a DFT calculation (wB97M-V/def2-TZVPD) of C9H16NO2 as an isolated structure.

Output
* orbital gap: 6.2 eV
* HOMO level: -2.8426 eV

Geometry as ORCA input:
```
! RIJCOSX wB97M-V def2-TZVPD def2/J DEFGRID3
* xyz -1 1
C -1.45762 0.57004 -0.79899
C -1.87872 -0.83913 -0.65421
C -0.67840 -1.79606 -0.66915
C 0.34984 -1.45267 0.40744
C -0.03553 1.05244 0.40624
C 0.99240 -0.05994 0.27167
C -0.68316 1.25066 1.75689
C 2.07151 0.07529 1.36170
C 1.68227 0.07010 -1.09059
N -1.72106 1.38404 -1.78372
O -1.16793 2.52092 -1.87329
O -2.60500 1.02784 -2.63391
H -2.43310 -0.98805 0.28355
H -2.54935 -1.07342 -1.48584
H -1.02911 -2.82181 -0.49908
H -0.21010 -1.76838 -1.65415
H -0.13584 -1.52583 1.38425
H 1.14868 -2.20341 0.38375
H 0.31022 1.99001 -0.01673
H 0.04670 1.59460 2.49804
H -1.13865 0.33012 2.12391
H -1.46296 2.00571 1.67545
H 2.48746 1.08307 1.35382
H 2.88186 -0.63436 1.18243
H 1.65872 -0.12056 2.35043
H 2.34769 0.93063 -1.09341
H 0.94145 0.22008 -1.86992
H 2.26773 -0.82195 -1.31658
*
```

Results of the Mulliken charge analysis, in e, for atoms 1 through 5:
1. C -0.448
2. C -0.753
3. C -0.651
4. C -1.257
5. C -0.154



Calculated relative energy (zero: lowest compared OMol25 entry of this formula, charge and spin), 146.3; 70.1; 76.3; 30.2; 56.9; 103.4; 99.3; 34.0 kcal/mol (same order as the records).